<1>
A gas-phase ion, C3H6N3O2S (charge +1). Source: the Open Molecules 2025 dataset; level of theory: the ωB97M-V functional and the def2-TZVPD basis.

Values from the calculation:
Gap between HOMO and LUMO in eV: 8.539
Charge: +1
Spin multiplicity: 1
HOMO in eV: -14.0574

Each line ends with the natural charge from an NBO analysis.
Geometry (Å):
C -0.750 1.160 0.804  0.030
C 1.453 0.188 0.251  -0.257
C 0.658 -1.155 0.337  -0.575
N -3.763 -0.089 0.194  0.125
N 0.458 1.310 0.388  -0.528
N -3.023 -0.101 -0.819  0.076
O -1.784 -0.541 -0.641  -0.430
O -4.900 0.435 0.091  -0.435
S -1.017 -0.622 0.974  0.970
H 2.280 0.300 0.961  0.261
H 1.667 0.197 -0.803  0.249
H 0.670 -1.841 -0.482  0.292
H 1.057 -1.840 1.046  0.271
H 0.586 2.297 0.186  0.460
H -5.254 0.595 -0.860  0.489

***

<2>
A gas-phase ion, C3H6N3O2S (charge +1). Source: the Open Molecules 2025 dataset; level of theory: the ωB97M-V functional and the def2-TZVPD basis.

Values from the calculation:
Gap between HOMO and LUMO (spin up / spin down) in eV: 8.639 / 8.638
Charge: +1
Spin multiplicity: 1
HOMO (spin up / spin down) in eV: -14.0170 / -14.0165

Each line ends with the natural charge from an NBO analysis.
Geometry (Å):
N 2.136 0.354 0.834  -0.759
C 0.981 0.594 0.272  0.522
N 0.487 1.610 -0.257  -0.361
N -0.937 1.555 -0.580  -0.359
C -1.516 0.203 -0.052  -0.351
C -0.382 -0.619 0.291  -0.492
S 0.140 -2.117 -0.324  2.077
O -0.773 -3.115 -0.678  -0.792
O 1.422 -2.392 0.261  -0.847
H 2.145 -0.541 1.295  0.448
H 2.909 0.787 0.366  0.439
H -1.192 1.501 -1.620  0.463
H -1.278 2.249 0.013  0.453
H -2.115 -0.282 -0.815  0.270
H -2.028 0.212 0.995  0.291

***

Energetically preferred structure: <2> | next structure: +58.2 kcal/mol